The following is a DFT calculation (wB97M-V/def2-TZVPD) of a molecular structure, C2H5O2S3.

CARTESIAN COORDINATES (ANGSTROEM)
S1 -0.562 1.707 1.412
S2 0.188 -1.901 1.240
S3 -1.285 -0.586 -1.008
O1 0.131 2.798 0.771
O2 -2.068 1.351 0.707
C1 1.404 -0.443 -0.910
C2 0.092 -0.723 -0.172
H1 -1.793 0.954 -0.203
H2 -1.129 -1.955 1.317
H3 1.168 0.308 -1.732
H4 1.718 -1.428 -1.290
H5 2.135 -0.081 -0.133

Atoms 1-6, force components in eV/Å:
-2.44 -3.27 0.55
0.59 0.60 -0.78
-1.82 -0.81 -1.82
0.99 2.22 -1.37
2.01 1.40 0.60
-0.45 0.46 1.26

- HOMO-LUMO gap (spin up / spin down) (eV) = 6.47 / 5.38
- HOMO (spin up / spin down) (eV) = -3.259 / -2.134
- charge = -1
- calculated total energy (Eh) = -1424.2264

The following is a DFT calculation (wB97M-V/def2-TZVPD) of a molecular structure, C5H17B2BeCl11.

CARTESIAN COORDINATES (ANGSTROEM)
Cl1 -0.555 -3.527 -0.569
Cl2 -0.142 -3.896 2.233
Cl3 2.055 1.950 3.952
Cl4 -2.567 0.210 3.601
Cl5 -5.279 -0.397 -2.833
Cl6 -2.328 -0.446 -2.462
Cl7 -2.824 0.708 0.814
Cl8 4.432 0.304 4.154
Cl9 5.322 -0.280 0.091
Cl10 1.955 -4.592 0.358
Cl11 3.742 -2.330 -1.348
C1 0.661 -3.461 0.721
C2 3.280 1.072 3.044
C3 -3.893 -1.164 -2.038
C4 3.736 -0.683 -0.636
C5 -1.716 0.039 2.065
B1 -2.377 3.190 -2.224
B2 0.443 0.687 -0.475
Be1 -0.453 1.780 -2.248
H1 -0.797 0.609 2.006
H2 -1.583 -0.995 1.763
H3 1.314 0.884 -1.251
H4 -0.365 -0.026 -0.929
H5 3.840 1.769 2.426
H6 2.835 0.386 2.329
H7 3.531 0.043 -1.412
H8 -2.793 2.177 -2.621
H9 -3.143 4.055 -2.272
H10 0.807 0.148 0.481
H11 -1.909 3.023 -1.160
H12 -0.067 1.711 -0.202
H13 -1.501 3.546 -2.967
H14 3.033 -0.619 0.185
H15 -3.857 -2.185 -2.408
H16 1.115 -2.479 0.786
H17 -3.949 -1.211 -0.955

Atoms 1-6, force components in eV/Å:
0.16 0.39 -0.07
0.20 0.28 0.16
-0.25 -0.03 -0.19
0.58 -0.28 0.20
0.36 0.02 0.47
0.06 -0.44 -0.34

- HOMO-LUMO gap (eV) = 7.79
- HOMO (eV) = -10.775
- calculated total energy (Eh) = -5327.0301

The following is a DFT calculation (wB97M-V/def2-TZVPD) of C5H8N2 in the gas phase.

CARTESIAN COORDINATES (ANGSTROEM)
N1 -1.173 0.092 -0.005
N2 -0.867 1.263 0.564
C1 -2.547 -0.207 -0.339
C2 -0.074 -0.649 -0.282
C3 2.475 -0.295 0.052
C4 0.456 1.256 0.656
C5 1.024 0.073 0.136
H1 -0.156 -1.626 -0.741
H2 -2.776 0.086 -1.369
H3 0.965 2.101 1.105
H4 -2.733 -1.277 -0.218
H5 3.069 0.289 0.762
H6 2.886 -0.107 -0.947
H7 -3.184 0.357 0.344
H8 2.636 -1.354 0.281

Atoms 1-6, force components in eV/Å:
0.04 -0.06 -0.04
0.14 -0.12 -0.06
-0.11 -0.03 -0.01
-0.02 0.04 0.02
0.11 -0.03 -0.01
0.08 0.10 0.05

- HOMO-LUMO gap (eV) = 9.85
- HOMO (eV) = -8.850
- calculated total energy (Eh) = -304.8150

So what do the calculations give for strongest force on any atom? Going down the list: 4.116 4.021 0.197 eV/Å.